DFT (the ωB97M-V functional and the def2-TZVPD basis) results for the ion C8H12 with charge -1.

Computed properties:
Calculated total energy (eV): -8487.241
Kohn-Sham gap (spin up / spin down) (eV): 4.65 / 6.40
HOMO energy (spin up / spin down) (eV): -0.390 / -2.198

```
! wB97M-V def2-TZVPD RIJCOSX def2/J DEFGRID3
* xyz -1 2
C 0.2511 -1.0572 2.1087
C -1.0672 2.5763 -0.1271
C 0.4852 -0.7905 0.7820
C -0.3235 0.1262 -0.0058
C -0.5936 -0.1147 -1.3939
C 1.8086 -1.3152 0.2406
C -0.9144 1.2608 0.5910
C -0.2723 -1.2646 -2.0783
H -1.3588 0.5127 -1.8443
H -1.7845 2.5130 -0.9521
H 0.5259 -1.9912 2.5782
H -0.1787 -0.2968 2.7618
H 1.8598 -1.4439 -0.8379
H -0.1274 2.9596 -0.5610
H -1.0220 1.3409 1.6682
H -1.4254 3.3676 0.5416
H -0.3953 -1.3150 -3.1536
H -0.0426 -2.1573 -1.5121
H 2.0021 -2.3114 0.6524
H 2.5731 -0.5991 0.5415
*
```

Population analysis type natural (NBO), resulting atomic charges in e: -0.567 -0.635 0.054 -0.237 -0.199 -0.642 -0.319 -0.629 0.179 0.177 0.170 0.180 0.217 0.173 0.161 0.184 0.167 0.175 0.190 0.200


DFT (the ωB97M-V functional and the def2-TZVPD basis) results for an isolated molecule of C19H20N6O3.

Computed properties:
Calculated total energy (eV): -35110.902
Kohn-Sham gap (eV): 8.37
HOMO energy (eV): -8.628

```
! wB97M-V def2-TZVPD RIJCOSX def2/J DEFGRID3
* xyz 0 1
O -3.5304 1.1829 2.1055
O -5.8318 6.2851 -0.7850
O -0.2546 -0.5296 -0.5503
N 6.0042 -2.0695 2.4534
N 6.0950 -2.2740 0.1362
N 1.5988 -0.2946 0.7872
N -2.3213 1.3042 0.1508
N 4.2182 -1.3791 1.1129
N -5.8862 5.1707 1.0754
C -0.6469 -0.8907 1.6308
C -3.3482 3.3883 -2.7190
C -3.8637 3.2978 0.0169
C 2.5661 -0.1710 -0.2829
C 5.4656 -1.9739 1.2350
C 7.2466 -2.5472 2.5746
C 0.2529 -0.5337 0.5584
C -1.8290 -0.2757 2.0280
C -2.6384 0.7699 1.3934
C 7.9114 -2.9437 1.4390
C 2.1982 -0.3086 2.1386
C 7.3427 -2.7543 0.2078
C -4.4829 4.3074 -0.7677
C 3.5782 -1.2832 -0.2345
C -2.9551 2.3695 -0.5431
C -2.6812 2.4124 -1.9243
C -5.3593 5.3177 -0.1918
C 3.3255 -1.3227 2.2876
C -4.1734 4.3282 -2.1274
H 7.8899 -3.0242 -0.7167
H 3.1137 -2.2580 -0.4297
H 7.6808 -2.6597 3.5585
H -6.7265 5.6694 1.2637
H -2.0190 1.7010 -2.3966
H -4.0659 3.2530 1.0728
H 3.0964 0.7976 -0.1650
H 4.2787 -1.1002 -1.0327
H -0.2561 -1.6359 2.3026
H -3.1960 3.4554 -3.8252
H -4.7115 5.0350 -2.7739
H -2.2342 -0.6833 2.9394
H -5.7551 4.2762 1.5216
H 1.4763 -0.4803 2.9217
H 3.8433 -1.0709 3.2223
H 2.9362 -2.3355 2.4294
H 2.0782 -0.2201 -1.2701
H -1.5555 0.7904 -0.3143
H 8.9114 -3.3767 1.5498
H 2.6142 0.6848 2.3375
*
```

Population analysis type natural (NBO), resulting atomic charges in e: -0.595 -0.610 -0.640 -0.498 -0.503 -0.422 -0.641 -0.422 -0.813 -0.242 -0.204 -0.230 -0.233 0.558 0.097 0.636 -0.206 0.612 -0.348 -0.224 0.096 -0.146 -0.218 0.233 -0.235 0.645 -0.225 -0.171 0.205 0.189 0.202 0.406 0.223 0.237 0.201 0.243 0.214 0.223 0.237 0.235 0.379 0.228 0.244 0.180 0.250 0.436 0.219 0.201


DFT (the ωB97M-V functional and the def2-TZVPD basis) results for a structure of composition C50H77F26N17O24S10.

Computed properties:
Calculated total energy (eV): -306565.897
Kohn-Sham gap (eV): 6.34
HOMO energy (eV): -7.458

```
! wB97M-V def2-TZVPD RIJCOSX def2/J DEFGRID3
* xyz 0 1
S -3.2074 -3.5412 2.0707
S -1.6174 -6.7441 -1.4626
S 1.7400 -3.6320 4.4320
S 4.9442 2.9212 0.5480
S -3.2491 3.0756 4.2894
S 4.8661 -2.6666 -2.1863
S -2.3124 1.0120 -3.3648
S -4.0956 -1.1551 2.5029
S 3.4110 4.3077 1.5224
S -1.6906 5.1563 3.4895
F 0.0300 -8.8281 -1.2947
F 5.1355 1.3301 0.7374
F -3.0221 -5.2477 4.2612
F 5.2474 0.0649 -2.0324
F 3.1203 -0.6411 -1.9224
F -6.7097 -1.3655 2.0566
F 2.0551 4.3285 2.4390
F -5.0062 1.3734 5.3270
F -1.6483 7.1827 5.1145
F -1.7565 -5.6342 2.6739
F -2.6009 -0.4144 -5.5684
F 0.2392 -4.0178 6.6297
F 4.2179 -0.5984 -3.8605
F 0.4297 -7.3290 0.2245
F -4.5221 0.2677 -4.7884
F -3.0882 1.6563 -5.7894
F -2.3279 7.7404 3.0191
F -0.9243 -3.3891 4.8217
F -0.2473 7.4682 3.5390
F -5.9191 3.1990 4.4182
F -3.8219 -6.1328 2.5304
F -6.2364 0.6071 2.6870
F -0.2717 -5.4071 4.8308
F -4.9140 3.2194 6.4145
F -1.3392 -8.6783 0.3935
F -6.1778 -0.9302 4.1790
O -0.6655 -6.0778 -2.2993
O -2.5799 -7.5707 -2.2319
O -1.9005 -2.9755 2.1068
O -1.6040 5.0369 2.0446
O 3.6534 -3.4932 -2.2962
O -0.5937 4.5512 4.2112
O -2.2481 -0.2111 -2.4885
O 1.9419 -2.1909 4.7690
O -2.3058 -5.8579 -0.4884
O 4.2163 5.1761 2.3455
O -2.2634 2.5297 5.2315
O -3.3405 2.3800 3.0034
O -3.8399 -0.9662 1.0776
O -3.1822 -0.4601 3.4349
O 2.7944 -4.4998 5.0652
O 1.6580 -3.8433 3.0002
O 6.1967 3.3139 1.1358
O -3.1632 2.0266 -2.7503
O 5.9596 -3.1298 -3.0756
O -3.7737 -3.7493 0.7484
O -1.0128 1.4535 -3.7586
O 2.8084 4.8343 0.2947
O 5.3014 -2.6601 -0.8265
O 4.7269 2.9937 -0.9087
N 0.3210 0.4128 5.4552
N 3.5497 2.8027 1.5305
N 9.6438 -2.2640 2.6532
N 1.7005 -3.3653 -5.3402
N -3.2492 4.6915 4.1791
N 1.0295 4.6056 -3.4671
N -4.2118 -2.8056 2.9738
N 0.9129 -2.1400 0.1149
N -5.4541 2.8181 0.3429
N 0.9298 -1.4661 -6.1426
N 0.3174 6.7538 -3.8682
N -3.2027 -3.8407 -4.6163
N 7.4752 -1.8007 2.0776
N -4.4007 -2.6809 -3.0854
N -5.4777 4.8747 1.1187
N 1.7156 2.1913 5.2707
N 0.6018 0.0989 0.0978
C -5.3656 7.4729 0.9802
C 0.6970 -3.5712 -0.1640
C 2.4814 -4.5527 -5.1655
C -1.2850 1.6213 0.7810
C 0.0227 -1.1119 -0.1467
C 0.4132 7.9656 -4.5211
C -2.9326 -5.2413 2.9426
C -5.1189 1.6000 -0.3546
C 5.2937 -2.8363 2.6713
C 1.1609 -2.6067 -4.3418
C -0.5288 -7.9955 -0.4323
C 8.3103 -1.5057 0.9886
C 1.5518 -2.6406 -6.5132
C -5.0005 6.1665 1.7088
C 6.0404 -1.6117 2.1516
C 0.5270 0.6104 4.0448
C -4.4414 -3.1759 -4.3811
C -3.2370 0.5750 -4.9901
C 1.3255 1.7528 3.9869
C -3.1930 -3.0011 -2.4795
C 0.0372 -4.2016 5.2657
C 0.4644 -0.5207 -7.1195
C 1.0699 1.3824 6.0943
C 1.4167 5.8856 -3.8202
C -6.6437 2.9284 1.1378
C 1.7384 -5.7677 -5.7064
C 4.3241 -0.8001 -2.5536
C 8.3418 -2.1519 3.0859
C 2.6290 3.2724 5.6677
C 1.8229 -0.1702 0.6887
C -1.4363 7.0131 3.8090
C -2.4499 -3.7442 -3.4633
C 1.8771 3.5265 -3.2314
C 9.5887 -1.8273 1.3572
C -6.6621 4.2489 1.5853
C -0.3542 4.7193 -3.3011
C -4.9317 2.6441 5.1745
C 0.6533 -1.4687 -4.7665
C -4.7445 4.0271 0.3870
C -0.6249 -0.5394 6.0399
C 2.5196 3.1273 -4.6293
C 0.0162 1.3507 -0.1031
C 10.7853 -2.7777 3.4184
C -2.4991 -5.8470 -5.6761
C 1.9911 -1.5699 0.7082
C -5.9145 -0.6322 2.8605
C -5.5530 -2.0170 -2.4390
C 1.8633 4.4397 6.2651
C -0.8003 6.0325 -3.5545
C -2.7962 -4.4099 -5.8743
H 0.8352 -5.9926 -5.1392
H 1.2880 -0.1289 -7.7164
H -4.9428 8.2689 1.5932
H -5.3635 6.2076 2.7358
H -0.0885 0.1086 3.3129
H 4.2320 -2.6829 2.8650
H 1.4851 -5.6126 -6.7551
H -4.9849 7.5542 -0.0379
H -0.9469 -1.2497 -0.6021
H 2.6593 -4.7018 -4.1005
H 1.7317 2.8472 -5.3286
H 0.2909 -0.5672 -4.2950
H 1.2173 2.6951 -2.9832
H -0.8666 3.7986 -3.0640
H -2.0817 0.8791 0.7308
H 10.7031 -3.8640 3.3816
H 2.3976 0.7049 0.9541
H 3.2443 2.3186 -4.5347
H -0.0316 0.2358 -6.5115
H 11.7724 -2.4191 3.1268
H 3.1413 3.6054 4.7651
H -6.5452 -2.4237 -2.6343
H 1.0897 1.3903 7.1741
H 2.5417 5.0921 6.8149
H -2.8165 -2.7563 -1.4974
H 1.2366 -2.9946 -3.3367
H 1.8772 -2.9884 -7.4825
H -1.9476 -3.9197 -6.3514
H -1.5039 -4.2636 -3.5053
H -5.3205 0.7824 0.3375
H 0.4714 -4.0113 0.8074
H 2.3999 -6.6290 -5.6135
H -7.3991 4.7470 2.1978
H -5.3673 -2.0650 -1.3660
H -1.0183 1.7433 1.8308
H 3.4568 -4.3015 -5.5823
H -2.4472 -6.2909 -6.6702
H 1.5700 -4.0278 -0.6304
H -3.9134 6.1025 1.7557
H 1.3990 5.0833 5.5179
H -5.5510 -0.9643 -2.7214
H -3.2916 -6.4076 -5.1803
H 3.4157 3.0086 6.3745
H -0.3056 -0.8437 -7.8202
H -5.2436 -3.0996 -5.1002
H 10.4932 -1.7978 0.7678
H 5.5153 -3.7173 2.0690
H -1.5348 -5.8631 -5.1681
H 2.4008 6.1365 -4.1878
H -1.6077 2.6368 0.5515
H -5.6036 1.4876 -1.3244
H -4.0432 1.5431 -0.5208
H 1.1797 4.0053 6.9945
H 2.8059 -2.2048 1.0237
H -0.1759 -3.6787 -0.8078
H 1.1120 8.0312 -5.3551
H 10.6923 -2.5329 4.4764
H 0.8010 2.0810 0.0941
H 8.0889 -2.1431 4.1358
H -1.3346 -0.1009 6.7414
H -1.0701 -1.0566 5.1900
H 5.6842 -1.2399 1.1909
H -7.2952 2.0801 1.2872
H 5.7782 -0.7697 2.7921
H -3.5594 -4.3965 -6.6523
H 0.8794 8.5962 -3.7641
H -3.7834 4.3157 -0.0124
H 2.6180 3.8172 -2.4866
H -0.0355 -1.3340 6.4974
H 1.5612 2.3994 3.1545
H -1.7793 6.4792 -3.6459
H 3.0130 3.9814 -5.0932
H -6.4429 7.6248 0.9136
H 7.9995 -1.1599 0.0138
H 5.7857 -3.0472 3.6208
H -0.5411 8.4766 -4.6491
H -0.2452 1.2604 -1.1574
*
```

Atomic partial charges in e from the Mulliken method, atoms 1 to 99: 0.964 1.207 0.815 0.754 0.784 0.833 1.113 1.211 0.704 0.687 -0.224 -0.166 -0.270 -0.138 0.033 -0.273 -0.156 -0.149 -0.215 -0.160 -0.096 -0.237 -0.196 -0.191 -0.210 -0.232 -0.223 -0.056 -0.166 -0.157 -0.235 -0.024 -0.169 -0.221 -0.206 -0.223 -0.698 -0.716 -0.239 -0.611 -0.592 -0.197 -0.316 -0.562 -0.631 -0.621 -0.582 0.052 -0.351 -0.319 -0.700 -0.401 -0.619 -0.680 -0.727 -0.635 -0.684 -0.591 -0.475 -0.561 0.503 0.108 0.171 0.597 -0.518 0.742 -0.837 1.526 0.338 0.338 0.200 0.585 0.389 0.513 0.449 0.436 1.582 -1.380 -0.641 -0.317 0.965 -0.170 -0.949 0.467 0.292 -0.924 -0.891 0.469 -0.392 -0.467 0.137 -0.067 -0.364 -0.472 0.162 -0.784 -0.872 0.404 -0.852


Question: Which of these has the lowest calculated total energy?
Answer: C50H77F26N17O24S10


Question: Among the records above, which one has the highest calculated total energy?
Answer: C8H12